121
Properties=species:S:1:pos:R:3:lowdin_spin:R:1 method="wB97M-V/def2-TZVPD" s2=0.762 energy_ev=-163441.682 lumo_energy_ev="-6.05 / -6.46" e_above_lowest_kcal_mol=0.0 homo_lumo_gap_ev="6.64 / 6.26" total_charge=+2 spin_multiplicity=2
Re -0.239 0.739 0.449 0.9028
Br 3.841 -0.381 6.787 -0.0002
C 2.515 -0.070 5.496 -0.0006
C 1.341 0.568 5.855 0.0002
C 0.364 0.790 4.901 -0.0004
C 0.557 0.390 3.587 0.0012
C 1.735 -0.250 3.242 -0.0004
C 2.715 -0.486 4.190 0.0002
N -0.475 0.570 2.587 -0.0072
C -1.685 0.488 2.977 0.0162
C -2.760 0.489 1.999 0.0060
C -4.085 0.417 2.367 0.0018
C -5.052 0.265 1.381 0.0109
C -4.641 0.174 0.063 -0.0001
C -3.293 0.286 -0.233 0.0119
N -2.364 0.456 0.710 -0.0013
H 1.193 0.899 6.874 0.0000
H -0.544 1.303 5.196 0.0000
H 1.873 -0.606 2.232 0.0002
H 3.630 -0.999 3.917 0.0000
H -1.937 0.305 4.016 0.0003
H -4.353 0.470 3.418 -0.0001
H -6.101 0.208 1.642 0.0005
H -5.356 0.033 -0.739 -0.0002
H -2.948 0.255 -1.256 0.0005
C 2.661 -0.915 -0.996 0.0003
C 2.884 0.330 -0.171 0.0060
C 4.144 0.783 0.064 0.0047
C 4.334 1.944 0.864 0.0165
C 3.257 2.588 1.401 -0.0004
C 1.960 2.067 1.152 0.0175
N 1.816 1.007 0.360 0.0129
N 0.797 2.447 1.669 -0.0205
Si 0.501 3.921 2.601 -0.0024
C 1.137 3.719 4.344 -0.0009
C 1.347 5.404 1.858 -0.0004
C -1.346 4.167 2.710 0.0002
H 3.434 -1.647 -0.771 0.0001
H 2.727 -0.687 -2.066 0.0002
H 1.691 -1.364 -0.795 0.0000
H 4.988 0.253 -0.359 0.0002
H 5.337 2.308 1.054 0.0008
H 3.353 3.458 2.039 -0.0004
H 2.064 3.135 4.388 0.0000
H 0.392 3.235 4.982 0.0000
H 1.339 4.712 4.767 -0.0002
H 2.327 5.573 2.315 0.0000
H 0.744 6.301 2.043 -0.0001
H 1.490 5.316 0.774 0.0001
H -1.852 3.221 2.951 0.0003
H -1.768 4.559 1.783 0.0000
H -1.582 4.884 3.507 0.0000
F -2.793 3.612 -5.454 -0.0012
C -2.379 3.466 -4.190 -0.0036
C -3.272 3.021 -3.236 0.0008
C -2.816 2.824 -1.938 -0.0030
C -1.479 3.029 -1.590 -0.0009
C -0.956 2.752 -0.206 -0.0135
C -0.643 3.572 -2.569 -0.0034
C -1.078 3.793 -3.868 0.0007
H -4.309 2.857 -3.513 0.0001
H -3.525 2.534 -1.172 0.0002
H -1.726 2.936 0.526 0.0041
H -0.107 3.384 -0.009 0.0064
H 0.369 3.865 -2.292 0.0000
H -0.432 4.225 -4.628 0.0001
N 3.209 3.560 -9.192 0.0000
C 2.756 3.009 -8.287 0.0000
C 2.181 2.347 -7.135 0.0000
C 2.841 2.398 -5.910 0.0000
C 2.279 1.798 -4.798 0.0000
C 1.049 1.168 -4.906 0.0001
C 0.390 1.105 -6.121 0.0000
C 0.964 1.684 -7.240 0.0000
N 0.437 0.601 -3.735 0.0000
C -0.516 -0.402 -3.686 0.0001
C -0.867 -0.529 -2.386 0.0001
N -0.146 0.393 -1.639 0.0051
C 0.631 1.037 -2.482 0.0018
H 3.792 2.908 -5.833 0.0000
H 2.814 1.812 -3.854 0.0000
H -0.582 0.629 -6.201 0.0000
H 0.461 1.634 -8.198 0.0000
H -0.849 -0.947 -4.556 0.0000
H -1.553 -1.232 -1.942 0.0001
H 1.330 1.808 -2.207 0.0001
O -0.266 -1.544 0.727 0.0218
P -0.406 -3.066 0.628 0.0037
C -1.020 -3.609 -0.965 0.0001
C -2.338 -4.042 -1.125 0.0000
C -2.776 -4.479 -2.370 0.0000
C -1.903 -4.489 -3.450 0.0000
C -0.596 -4.033 -3.301 0.0000
C -0.154 -3.592 -2.065 0.0000
C 1.154 -3.911 0.868 0.0014
C 2.066 -3.376 1.785 0.0001
C 3.279 -4.011 2.004 0.0000
C 3.578 -5.190 1.327 0.0001
C 2.663 -5.740 0.440 0.0001
C 1.453 -5.103 0.205 0.0004
C -1.539 -3.681 1.868 0.0001
C -1.611 -5.048 2.140 0.0000
C -2.494 -5.510 3.104 0.0000
C -3.301 -4.615 3.798 0.0000
C -3.232 -3.254 3.527 0.0001
C -2.349 -2.788 2.561 0.0008
H -3.015 -4.047 -0.278 0.0000
H -3.793 -4.832 -2.492 0.0000
H -2.235 -4.871 -4.408 0.0000
H 0.084 -4.043 -4.146 0.0000
H 0.867 -3.243 -1.943 0.0000
H 1.809 -2.480 2.333 0.0000
H 3.988 -3.600 2.713 0.0000
H 4.522 -5.692 1.509 0.0000
H 2.893 -6.671 -0.063 0.0000
H 0.744 -5.535 -0.493 0.0000
H -0.978 -5.747 1.602 0.0000
H -2.553 -6.569 3.321 0.0000
H -3.984 -4.979 4.556 0.0000
H -3.866 -2.562 4.069 0.0000
H -2.276 -1.733 2.338 0.0003



123
Properties=species:S:1:pos:R:3:lowdin_charge:R:1 method="wB97M-V/def2-TZVPD" energy_ev=-104238.509 lumo_energy_ev=-0.85 smiles="CCP(C)c1cc(OC[C@@H](C)CC(C)C)c2c(c1)C(=O)c1c(ccc(F)c1C(F)(F)C(F)(F)F)C2=O.Fc1ccccc1.Fc1ccccc1.Fc1ccccc1.Fc1ccccc1.Fc1ccccc1" e_above_lowest_kcal_mol=0.0 homo_lumo_gap_ev=7.22
C 5.428 2.256 0.441 -0.1637
C 4.313 3.001 -0.368 -0.4169
P 2.700 3.219 0.537 0.9663
C 2.915 2.852 2.357 -0.2653
C 1.484 1.933 -0.022 -0.3552
C 0.353 2.399 -0.653 -0.0220
C -0.624 1.537 -1.144 -0.2294
O -1.729 2.016 -1.791 -0.0511
C -2.729 2.305 -0.770 -0.1298
C -3.950 3.014 -1.380 -0.3195
C -3.510 3.815 -2.637 -0.0638
C -5.054 2.017 -1.847 -0.1645
C -5.520 1.016 -0.772 -0.4054
C -5.996 1.686 0.545 -0.0683
C -6.684 0.158 -1.391 -0.0638
C -0.420 0.179 -0.965 -0.0083
C 0.716 -0.292 -0.308 -0.0811
C 1.673 0.564 0.177 -0.0105
C 0.828 -1.800 -0.176 -0.2426
O 1.173 -2.289 0.878 0.1460
C 0.422 -2.573 -1.422 -0.0042
C -0.706 -2.101 -2.057 -0.0697
C -1.230 -2.704 -3.196 0.0349
C -0.578 -3.808 -3.682 0.0178
C 0.539 -4.282 -3.038 -0.1937
F 1.082 -5.392 -3.566 0.0982
C 1.097 -3.704 -1.920 0.0365
C 2.322 -4.191 -1.174 -0.3534
F 3.185 -3.197 -0.862 0.1449
F 1.884 -4.730 0.000 0.1109
C 3.188 -5.301 -1.837 -0.5358
F 4.301 -5.433 -1.074 0.1438
F 2.619 -6.502 -1.825 0.1796
F 3.609 -4.949 -3.053 0.1709
C -1.390 -0.857 -1.503 -0.2223
O -2.595 -0.724 -1.467 0.1350
H 4.978 1.435 1.012 0.0518
H 5.885 2.965 1.140 0.0640
H 6.172 1.847 -0.252 0.0632
H 4.722 3.996 -0.586 0.0560
H 4.152 2.513 -1.339 0.0692
H 3.965 2.879 2.672 0.0306
H 2.414 1.925 2.662 0.0421
H 2.419 3.680 2.895 0.0001
H 0.196 3.466 -0.809 0.1132
H -2.963 1.373 -0.244 0.1149
H -2.246 2.970 -0.032 0.1316
H -4.371 3.685 -0.622 0.1264
H -2.543 4.284 -2.417 0.0772
H -4.227 4.620 -2.846 0.0796
H -3.456 3.180 -3.526 0.0806
H -5.883 2.641 -2.218 0.1251
H -4.671 1.462 -2.719 0.1222
H -4.723 0.313 -0.511 0.0966
H -5.365 2.529 0.851 0.0628
H -5.890 0.936 1.343 0.0808
H -7.047 1.980 0.442 0.0749
H -7.582 0.203 -0.766 0.0660
H -6.876 0.488 -2.418 0.0674
H -6.356 -0.890 -1.427 0.0721
H 2.559 0.166 0.667 0.1264
H -2.112 -2.270 -3.658 0.1386
H -0.966 -4.288 -4.575 0.1273
F -1.758 -10.102 2.614 0.0575
C -1.277 -8.931 2.156 -0.2931
C -2.013 -7.778 2.348 -0.0204
C -1.512 -6.572 1.879 -0.0778
C -0.291 -6.535 1.218 -0.0937
C 0.434 -7.704 1.029 -0.0774
C -0.058 -8.912 1.506 -0.0191
H -2.966 -7.830 2.859 0.1171
H -2.076 -5.660 2.029 0.1063
H 0.093 -5.596 0.850 0.0819
H 1.383 -7.675 0.510 0.1007
H 0.496 -9.832 1.376 0.1175
F -3.048 -5.471 -4.484 0.0420
C -2.894 -6.683 -3.906 -0.2831
C -2.425 -6.748 -2.608 -0.0144
C -2.269 -7.989 -2.007 -0.0653
C -2.574 -9.145 -2.715 -0.0871
C -3.041 -9.060 -4.020 -0.0806
C -3.208 -7.820 -4.621 -0.0190
H -2.185 -5.835 -2.076 0.1129
H -1.908 -8.054 -0.988 0.0925
H -2.448 -10.113 -2.247 0.1030
H -3.275 -9.961 -4.572 0.1050
H -3.578 -7.733 -5.635 0.1170
F 0.713 4.656 3.500 0.0304
C 0.795 5.973 3.208 -0.2865
C 0.435 6.404 1.949 -0.0233
C 0.513 7.754 1.644 -0.0756
C 0.960 8.655 2.602 -0.0864
C 1.324 8.205 3.864 -0.0930
C 1.238 6.854 4.173 -0.0175
H 0.097 5.683 1.216 0.1045
H 0.227 8.102 0.660 0.1058
H 1.025 9.709 2.363 0.1038
H 1.677 8.907 4.607 0.0939
H 1.509 6.485 5.154 0.1169
F 6.949 0.073 -3.711 0.0527
C 7.189 -1.248 -3.595 -0.2884
C 6.211 -2.067 -3.068 -0.0101
C 6.457 -3.428 -2.953 -0.0730
C 7.680 -3.949 -3.357 -0.0882
C 8.654 -3.110 -3.881 -0.0836
C 8.408 -1.750 -4.007 -0.0207
H 5.267 -1.641 -2.751 0.1139
H 5.700 -4.078 -2.549 0.0731
H 7.872 -5.010 -3.263 0.1028
H 9.609 -3.515 -4.192 0.1042
H 9.152 -1.081 -4.421 0.1163
F -0.116 10.934 5.424 0.0548
C -0.916 10.214 6.235 -0.2835
C -0.434 9.048 6.794 -0.0239
C -1.255 8.309 7.633 -0.0773
C -2.548 8.740 7.895 -0.0965
C -3.019 9.914 7.321 -0.0829
C -2.198 10.661 6.489 -0.0173
H 0.573 8.724 6.572 0.0984
H -0.885 7.396 8.082 0.1056
H -3.189 8.160 8.547 0.1008
H -4.029 10.248 7.522 0.1046
H -2.544 11.582 6.040 0.1172